Computed, not measured: a molecular structure, C24H31FN3O4S2SiTi, with ωB97M-V/def2-TZVPD.

```
67
Properties=species:S:1:pos:R:3:forces:R:3
Ti -0.682803 -0.541780 0.450940 0.070 0.058 0.050
O 3.593795 -1.328985 -0.493705 0.003 -0.019 0.005
C 4.024836 -0.077469 -0.720470 -0.014 0.004 0.000
C 5.367763 0.078431 -1.077881 -0.010 -0.007 0.008
C 5.886742 1.331346 -1.326580 -0.017 -0.005 0.005
C 5.078897 2.462823 -1.225291 0.016 0.000 -0.004
C 3.752902 2.313168 -0.874111 -0.014 0.007 0.001
C 3.200858 1.055732 -0.617364 0.018 0.012 -0.024
C 1.768829 0.934720 -0.254977 -0.074 0.064 0.024
O 1.298926 -0.261694 -0.028802 -0.063 0.018 -0.036
N 1.052873 2.018700 -0.180481 -0.016 -0.005 -0.012
N -0.262094 1.700360 0.156673 0.154 -0.182 0.053
C -0.987106 2.703946 0.447700 -0.087 0.004 0.003
S -2.692233 2.511752 0.802433 0.047 -0.012 -0.002
C -2.770603 4.068103 1.718715 -0.027 0.056 -0.023
C -1.957471 5.091817 0.946776 -0.002 -0.022 0.009
S -0.357275 4.345737 0.525785 0.022 0.011 -0.003
H 2.642584 -1.266218 -0.242549 -0.002 0.010 -0.021
H 5.975810 -0.814023 -1.148077 0.010 0.006 -0.003
H 6.929929 1.431842 -1.601312 0.002 -0.002 0.000
H 5.484959 3.446816 -1.419484 -0.003 0.001 0.003
H 3.100556 3.171771 -0.788479 -0.001 0.000 0.000
H -2.372381 3.919072 2.722521 0.012 -0.007 0.002
H -3.818804 4.359303 1.786371 0.003 -0.004 0.015
H -1.756438 5.980554 1.545314 -0.007 0.001 0.006
H -2.476807 5.384653 0.034165 0.006 0.001 -0.003
O -3.699604 -1.092972 -2.189071 0.007 -0.006 0.003
C -2.768351 -0.219599 -1.674107 0.022 0.033 -0.049
O -2.314188 -0.547662 -0.478938 -0.030 0.020 -0.005
C -1.737371 0.263509 -2.673741 0.021 -0.009 0.040
N -2.372774 0.459367 -3.993758 -0.020 0.017 -0.005
C -1.490967 -0.088944 -5.025118 -0.008 -0.024 0.001
C -0.914945 -1.313691 -4.329676 -0.001 -0.016 0.005
C -0.605885 -0.768553 -2.935497 0.021 -0.008 -0.008
H -1.300897 1.186470 -2.279232 0.001 0.006 -0.024
H -2.617930 1.426319 -4.151179 0.011 0.002 -0.009
H -3.786903 -0.802071 -3.113759 -0.009 -0.015 0.016
H -0.678369 0.598749 -5.300420 -0.003 0.006 0.006
H -2.056213 -0.327188 -5.928370 -0.004 -0.003 0.003
H -0.041057 -1.725687 -4.833735 0.008 0.020 -0.004
H -1.678225 -2.092246 -4.268695 0.008 -0.005 -0.009
H 0.365732 -0.269046 -2.935850 -0.006 0.007 0.010
H -0.573237 -1.550067 -2.171516 -0.023 -0.004 -0.007
C 1.371044 -3.304486 1.980893 0.030 -0.044 0.020
Si -0.140948 -3.087713 0.835221 -0.004 -0.002 0.018
C 0.287758 -4.155406 -0.694365 -0.009 -0.033 -0.022
C -1.496154 -4.101717 1.714371 -0.025 0.008 -0.006
H 1.545452 -4.363312 2.205821 0.002 0.004 -0.002
H 1.208929 -2.781027 2.927379 0.002 0.008 -0.004
H 2.289241 -2.906178 1.539648 -0.006 0.013 -0.003
H 0.553399 -5.180990 -0.413262 -0.004 0.002 0.006
H 1.127705 -3.739179 -1.259337 -0.001 0.019 0.006
H -0.571357 -4.206259 -1.370976 0.014 -0.009 -0.017
H -1.170992 -5.130669 1.905359 0.005 0.001 0.005
H -2.410665 -4.139845 1.116127 -0.003 0.004 0.005
H -1.748292 -3.640445 2.673410 -0.010 -0.012 0.005
F -1.269192 0.963969 6.569504 0.001 -0.002 -0.007
C -1.149643 0.611124 5.254575 -0.009 0.005 0.004
C -2.211818 -0.007339 4.629254 -0.008 -0.011 -0.018
C -2.073992 -0.360343 3.289871 -0.005 -0.023 -0.005
C -0.911732 -0.106534 2.547963 0.029 0.044 -0.052
C 0.125507 0.526073 3.249097 -0.030 0.019 0.056
C 0.026905 0.884419 4.592608 0.018 0.000 -0.011
H -3.120448 -0.210407 5.183073 0.006 0.006 0.014
H -2.916546 -0.851225 2.809787 0.002 -0.002 0.000
H 1.058950 0.761360 2.742186 -0.007 0.000 -0.016
H 0.841830 1.368958 5.116655 -0.005 -0.002 0.010
```
Forces are in eV/Å.

Kohn-Sham gap (alpha / beta)	5.45 / 6.11	eV
LUMO level (alpha / beta)	2.14 / 2.13	eV
HOMO level (alpha / beta)	-3.31 / -3.98	eV
net charge	-1
multiplicity	3
⟨S²⟩	2.01

---

Computed, not measured: a molecular structure, C24H31I2NO6RuSi, with ωB97M-V/def2-TZVPD.

```
66
Properties=species:S:1:pos:R:3:forces:R:3
Ru 0.296646 0.859783 0.204015 0.269 0.147 0.673
I 1.337822 1.020779 -5.101173 -0.009 0.002 0.021
C -0.332409 1.544803 -3.985449 0.036 0.012 0.010
C -1.462803 2.095772 -4.628647 -0.040 0.004 0.013
C -2.572356 2.446204 -3.913321 0.039 -0.007 -0.015
I -4.184973 3.279139 -4.940515 0.002 -0.002 0.001
C -2.627205 2.244306 -2.507209 -0.039 0.004 0.007
C -3.721526 2.573421 -1.671809 0.009 -0.004 0.010
C -3.657944 2.310589 -0.336053 0.016 -0.001 -0.026
C -2.509425 1.703261 0.199537 -0.091 -0.046 -0.013
N -1.474079 1.399206 -0.549396 -0.086 -0.154 -0.134
C -1.500602 1.675053 -1.890267 0.085 0.004 -0.080
C -0.340045 1.354406 -2.635750 -0.250 0.143 0.098
O 0.731540 0.861474 -1.934730 0.062 -0.082 -0.189
H -1.435057 2.243696 -5.698774 0.007 0.004 0.004
H -4.598230 3.036209 -2.103145 -0.002 0.000 0.001
H -4.469487 2.564179 0.329712 -0.014 -0.009 -0.014
H -2.436410 1.456602 1.250214 0.059 0.016 0.004
O -0.386539 4.346288 1.961737 0.073 -0.165 0.122
C 0.035942 3.239995 1.715095 0.100 -0.058 0.005
O 0.662342 2.882148 0.626480 -0.171 0.014 -0.043
C -0.180125 2.045681 2.721116 -0.096 -0.070 -0.149
O -0.332016 2.179270 3.909436 0.071 0.110 -0.167
O -0.211983 0.861447 2.121685 -0.160 0.194 0.196
C 2.916490 0.281942 1.947714 -0.090 -0.114 -0.060
C 3.242762 -1.083473 1.314835 -0.060 0.042 -0.027
C 3.938106 -0.771170 -0.019231 0.014 0.001 -0.005
C 4.229177 -1.842996 2.211523 0.061 0.024 0.028
Si 1.618347 -2.077413 1.097867 -0.198 0.036 0.061
C 1.676330 -3.411056 -0.288977 0.010 0.007 -0.058
C 1.566310 -2.529131 -1.533400 -0.108 0.009 0.143
C 0.443553 -4.329280 -0.296773 0.004 -0.023 -0.011
C 2.935635 -4.276177 -0.357685 0.007 -0.020 0.000
C 0.787884 -2.653823 2.714507 0.008 0.103 0.019
C 0.986553 -1.679656 3.887986 0.043 -0.026 0.033
C -0.729854 -2.777291 2.501264 -0.031 -0.002 -0.004
C 1.370416 -4.013442 3.130996 0.011 -0.070 -0.009
H 3.838013 0.857120 2.078284 0.009 -0.009 -0.006
H 2.405809 0.222535 2.904295 0.010 -0.011 0.021
H 2.283471 0.909241 1.296189 0.120 0.016 -0.079
H 4.814734 -0.147041 0.181769 0.000 -0.004 -0.006
H 3.294853 -0.199065 -0.694468 -0.011 -0.004 0.008
H 4.291333 -1.659786 -0.542810 -0.004 -0.006 0.022
H 5.140901 -1.249346 2.336222 0.003 -0.014 0.003
H 4.520720 -2.802395 1.776390 -0.015 0.010 -0.004
H 3.827623 -2.034731 3.206879 0.001 0.012 -0.024
H 0.710398 -0.155609 -2.000607 0.142 0.455 -0.116
H 1.230520 -3.080261 -2.413534 -0.015 -0.031 0.023
H 2.499516 -2.017589 -1.766054 0.023 -0.047 -0.034
H -0.489330 -3.768192 -0.363678 0.012 0.014 0.000
H 0.390665 -4.968331 0.582822 0.000 0.014 -0.031
H 0.498937 -4.983121 -1.173795 -0.010 -0.002 0.005
H 3.856492 -3.694391 -0.395765 -0.018 0.018 -0.002
H 2.910662 -4.919309 -1.244031 0.007 0.005 0.000
H 2.995554 -4.932436 0.512570 -0.001 0.004 -0.002
H 0.580453 -0.691310 3.681044 -0.037 0.009 -0.018
H 2.033189 -1.579949 4.181136 -0.024 -0.006 -0.019
H 0.450930 -2.081196 4.754812 0.012 0.003 -0.003
H -1.166539 -1.816741 2.219290 0.030 0.009 0.009
H -1.192348 -3.085799 3.444470 -0.003 -0.004 -0.005
H -1.001763 -3.517496 1.749620 0.022 0.005 -0.002
H 2.448002 -3.964748 3.305629 0.000 0.020 0.004
H 1.187733 -4.801318 2.398324 0.013 0.036 0.031
H 0.904767 -4.328602 4.070369 -0.001 0.000 -0.009
O 0.549720 -1.497010 -1.307344 0.059 -0.399 0.213
C 0.532395 -0.943969 -0.026943 0.135 -0.119 -0.420
```
Forces are in eV/Å.

Kohn-Sham gap	6.97	eV
LUMO level	-1.10	eV
HOMO level	-8.07	eV

---

Computed, not measured: a molecular structure, C24H31LuN3O3 in a non-equilibrium geometry, with ωB97M-V/def2-TZVPD.

```
62
Properties=species:S:1:pos:R:3:forces:R:3
Lu -0.107212 0.393335 0.054265 0.565 0.745 -0.583
C -1.907619 2.365739 -2.505560 -0.040 -0.109 0.013
C -2.374979 0.942421 -2.650752 0.168 0.010 0.025
C -3.409746 0.637645 -3.527210 0.004 0.122 -0.057
C -3.825273 -0.669358 -3.649143 -0.087 -0.109 -0.039
C -3.205640 -1.648718 -2.887277 -0.063 -0.121 -0.107
C -2.188818 -1.282271 -2.033178 0.173 -0.085 0.119
N -1.771453 -0.001702 -1.916644 -0.003 0.177 0.102
C -1.537702 -2.255881 -1.110710 0.017 0.229 -0.130
C -1.630022 -3.629451 -1.166909 -0.111 -0.268 0.037
C -1.028577 -4.372251 -0.148176 -0.022 -0.008 -0.126
C -0.387373 -3.739124 0.904461 -0.159 -0.032 0.017
C -0.328208 -2.356550 0.883721 0.277 0.058 0.082
N -0.848042 -1.665315 -0.139639 -0.311 -0.942 0.211
C 0.366710 -1.419832 1.873462 -0.024 -0.006 -0.230
C 0.892652 -2.129204 3.084913 -0.053 0.043 -0.056
C 2.201954 -2.355365 3.219626 0.183 -0.058 -0.039
C 3.165611 -1.861937 2.254356 -0.017 -0.195 0.229
C 2.745498 -1.060012 1.250083 -0.202 0.056 -0.164
C 3.739140 -0.376154 0.346704 -0.066 0.009 0.022
N 1.432458 -0.752918 1.028230 0.081 0.157 0.113
H -1.694616 2.806176 -3.480072 -0.012 -0.012 -0.002
H -0.999588 2.416372 -1.907032 0.018 0.012 0.024
H -2.677615 2.978789 -2.032753 0.013 -0.026 0.006
H -3.876179 1.429433 -4.098854 0.011 -0.025 0.011
H -4.633711 -0.928049 -4.320653 0.019 -0.003 0.010
H -3.523734 -2.680815 -2.940471 -0.012 0.057 -0.017
H -2.148353 -4.122226 -1.978167 0.019 -0.020 0.058
H -1.066238 -5.454446 -0.185193 -0.015 0.046 -0.006
H 0.070402 -4.286687 1.717614 -0.022 0.024 -0.027
H 0.173275 -2.432090 3.837690 0.055 0.042 -0.011
H 2.564067 -2.876335 4.100096 0.005 0.027 -0.042
H 4.223193 -2.053495 2.379762 -0.075 -0.022 0.025
H 4.578063 -1.034313 0.125878 0.012 0.009 0.020
H 4.144324 0.517753 0.830823 -0.035 -0.001 -0.025
H 3.272546 -0.077999 -0.592505 0.006 -0.015 -0.023
C 1.750296 0.994457 -3.008939 -0.076 -0.003 0.033
O 1.435200 1.424912 -1.676889 -0.173 0.187 0.281
C 1.730467 2.796532 -1.397326 0.030 -0.082 -0.120
C 1.565053 3.001385 0.082735 -0.034 0.063 0.060
O 0.237276 2.635033 0.507963 0.027 0.143 -0.193
C -0.662539 3.720208 0.787668 0.132 -0.031 0.074
H 2.268406 1.784170 -3.547979 0.030 0.020 -0.026
H 0.830458 0.741009 -3.533919 -0.039 -0.002 -0.032
H 2.392466 0.119980 -2.946619 0.032 -0.056 0.011
H 1.065522 3.446137 -1.973366 -0.028 0.037 -0.044
H 2.763252 3.024452 -1.669367 0.039 -0.020 -0.034
H 1.774680 4.037046 0.345590 -0.036 0.039 0.068
H 2.256875 2.353694 0.622368 0.014 -0.028 0.062
H -0.166684 4.443047 1.431862 0.003 0.017 0.049
H -1.514801 3.300452 1.314198 -0.024 -0.053 0.000
H -0.981470 4.200398 -0.136402 -0.012 0.045 -0.050
C 1.012735 1.004106 3.433050 -0.144 0.017 -0.033
O -0.331034 0.608908 3.239742 0.137 -0.275 0.133
C -0.704359 -0.277784 2.155002 -0.118 0.168 0.338
C -2.042253 -0.833038 2.612355 0.001 -0.035 0.106
H 0.991560 1.753825 4.223775 -0.005 -0.018 0.019
H 1.460881 1.452591 2.539168 -0.016 0.053 -0.062
H 1.654716 0.178773 3.741321 0.004 0.009 -0.027
H -1.943975 -1.492706 3.485836 0.002 0.057 -0.048
H -2.566393 -1.382298 1.827978 -0.006 0.000 0.014
H -2.675528 -0.000459 2.919410 -0.036 -0.023 -0.020
```
Forces are in eV/Å.

Kohn-Sham gap	5.55	eV
LUMO level	-3.27	eV
HOMO level	-8.82	eV
net charge	+1

---

| no. | energy (Eh) |
| --- | --- |
| 1 | -3433.672904 |
| 2 | -2419.103307 |
| 3 | -2558.438841 |